Entry 1:
This record from the Open Molecules 2025 dataset describes C20H23N4O3STc as an isolated structure. The level of theory is ωB97M-V with the def2-TZVPD basis set.

LUMO energy (spin up / spin down) (eV): -3.3 / -4.0
Highest occupied orbital energy (spin up / spin down) (eV): -10.9 / -11.0
Charge: +1
Energy (a.u.): -1699.4767
2S+1: 4
Molar mass (g mol⁻¹): 497.50
Frontier orbital gap (spin up / spin down) (eV): 7.52 / 7.08

CARTESIAN COORDINATES (ANGSTROEM)
Tc (-1.008, -0.983, 0.219)
O (-0.384, 0.268, -1.100)
C (0.127, 0.050, -2.309)
C (-0.073, 1.016, -3.299)
C (0.496, 0.861, -4.546)
C (1.289, -0.249, -4.849)
C (1.495, -1.204, -3.882)
C (0.908, -1.079, -2.612)
C (1.153, -2.096, -1.630)
N (0.519, -2.215, -0.520)
C (0.951, -3.200, 0.477)
C (1.188, -2.421, 1.759)
N (0.001, -1.594, 1.992)
C (-0.329, -1.309, 3.207)
C (-1.424, -0.494, 3.608)
C (-1.535, -0.150, 4.972)
C (-2.571, 0.627, 5.418)
C (-3.542, 1.059, 4.504)
C (-3.472, 0.720, 3.172)
C (-2.405, -0.052, 2.701)
O (-2.401, -0.394, 1.419)
H (-0.696, 1.869, -3.064)
H (0.319, 1.613, -5.304)
H (1.730, -0.356, -5.829)
H (2.106, -2.073, -4.093)
H (1.944, -2.814, -1.848)
H (1.850, -3.723, 0.147)
H (0.149, -3.926, 0.621)
H (2.046, -1.755, 1.632)
H (1.380, -3.091, 2.599)
H (0.297, -1.704, 4.009)
H (-0.777, -0.503, 5.660)
H (-2.645, 0.899, 6.461)
H (-4.368, 1.666, 4.850)
H (-4.225, 1.039, 2.465)
S (0.537, 1.523, 1.780)
C (1.372, 2.143, 0.471)
N (0.961, 3.129, -0.335)
C (1.909, 3.412, -1.406)
C (3.179, 2.754, -0.850)
N (2.610, 1.753, 0.055)
H (0.017, 3.470, -0.285)
H (2.025, 4.481, -1.569)
H (1.595, 2.937, -2.338)
H (3.787, 3.474, -0.296)
H (3.784, 2.297, -1.629)
H (3.189, 1.306, 0.748)
C (-2.612, -1.382, -2.327)
O (-2.342, -1.592, -0.959)
H (-3.586, -1.824, -2.538)
H (-1.865, -1.865, -2.965)
H (-2.651, -0.316, -2.563)

***

Entry 2:
This record from the Open Molecules 2025 dataset describes C20H23N4O5PPdS2SeTe as an isolated structure. The level of theory is ωB97M-V with the def2-TZVPD basis set.

LUMO energy (spin up / spin down) (eV): -6.1 / -8.6
Highest occupied orbital energy (spin up / spin down) (eV): -13.5 / -13.5
Charge: +2
Energy (a.u.): -5305.6716
2S+1: 5
Molar mass (g mol⁻¹): 807.52
Frontier orbital gap (spin up / spin down) (eV): 7.41 / 4.83

CARTESIAN COORDINATES (ANGSTROEM)
Pd (-0.538, 0.043, -0.795)
O (3.077, 1.407, 1.850)
C (3.930, 0.495, 1.406)
C (5.235, 0.534, 1.913)
C (6.158, -0.387, 1.488)
C (5.829, -1.381, 0.545)
C (4.563, -1.433, 0.038)
C (3.577, -0.499, 0.453)
C (2.251, -0.553, -0.075)
O (1.333, 0.238, 0.277)
N (2.009, -1.538, -1.027)
N (0.772, -1.555, -1.489)
C (0.586, -2.506, -2.408)
S (-0.987, -2.788, -3.053)
C (-0.411, -3.927, -4.350)
C (0.774, -4.691, -3.792)
S (1.863, -3.516, -2.933)
H (2.204, 1.281, 1.431)
H (5.482, 1.297, 2.636)
H (7.163, -0.349, 1.888)
H (6.579, -2.092, 0.233)
H (4.286, -2.187, -0.683)
H (-0.142, -3.340, -5.227)
H (-1.238, -4.591, -4.597)
H (1.355, -5.163, -4.583)
H (0.464, -5.451, -3.075)
C (-3.476, 4.309, -4.007)
C (-2.235, 3.643, -4.529)
O (-1.290, 3.444, -3.419)
P (-0.831, 2.140, -2.740)
O (-0.434, 2.298, -1.309)
Te (-2.619, 0.437, -2.518)
O (0.254, 1.411, -3.604)
C (0.666, 1.739, -4.979)
C (2.064, 1.222, -5.173)
H (-4.172, 4.472, -4.831)
H (-3.240, 5.273, -3.561)
H (-3.975, 3.687, -3.263)
H (-1.691, 4.260, -5.241)
H (-2.435, 2.668, -4.981)
H (0.601, 2.820, -5.089)
H (-0.053, 1.257, -5.643)
H (2.754, 1.697, -4.478)
H (2.394, 1.444, -6.187)
H (2.102, 0.142, -5.032)
Se (-1.494, -2.961, 0.795)
N (-1.409, -1.163, 0.739)
C (-2.160, -0.672, 1.709)
C (-2.370, 0.711, 1.988)
C (-3.171, 1.032, 3.033)
C (-3.803, 0.035, 3.856)
C (-3.626, -1.285, 3.626)
C (-2.793, -1.681, 2.530)
N (-2.551, -2.931, 2.207)
H (-1.886, 1.478, 1.390)
H (-3.341, 2.073, 3.272)
H (-4.423, 0.369, 4.676)
H (-4.081, -2.055, 4.233)

***

Entry 3:
This record from the Open Molecules 2025 dataset describes C20H23N4O9P2V as an isolated structure in a non-equilibrium geometry. The level of theory is ωB97M-V with the def2-TZVPD basis set.

LUMO energy (spin up / spin down) (eV): 2.2 / 2.2
Highest occupied orbital energy (spin up / spin down) (eV): -2.8 / -4.1
Charge: -1
Energy (a.u.): -3299.2371
2S+1: 4
Molar mass (g mol⁻¹): 576.32
Frontier orbital gap (spin up / spin down) (eV): 5.08 / 6.36

CARTESIAN COORDINATES (ANGSTROEM)
V (-0.217, -0.480, -0.496)
C (-1.584, 1.721, 1.183)
N (-0.276, 1.028, 1.226)
C (0.824, 2.016, 1.147)
C (2.181, 1.437, 1.440)
C (3.160, 2.159, 2.048)
C (4.435, 1.605, 2.304)
C (4.624, 0.248, 1.958)
C (3.626, -0.457, 1.367)
N (2.388, 0.113, 1.054)
C (-0.198, 0.178, 2.429)
C (-1.023, -1.059, 2.216)
C (-1.825, -1.605, 3.202)
C (-2.554, -2.752, 2.932)
C (-2.448, -3.316, 1.674)
C (-1.633, -2.711, 0.733)
N (-0.941, -1.591, 0.983)
C (-2.490, 1.314, 0.049)
C (-3.623, 2.052, -0.231)
C (-4.524, 1.568, -1.169)
C (-4.256, 0.363, -1.782)
C (-3.064, -0.283, -1.494)
N (-2.187, 0.178, -0.591)
H (-1.439, 2.802, 1.162)
H (-2.128, 1.496, 2.106)
H (0.645, 2.818, 1.876)
H (0.790, 2.433, 0.139)
H (2.939, 3.178, 2.349)
H (5.219, 2.194, 2.760)
H (5.563, -0.251, 2.169)
H (3.712, -1.499, 1.092)
H (-0.518, 0.711, 3.332)
H (0.835, -0.132, 2.558)
H (-1.872, -1.135, 4.176)
H (-3.196, -3.188, 3.687)
H (-2.989, -4.215, 1.414)
H (-1.520, -3.101, -0.272)
H (-3.797, 2.987, 0.289)
H (-5.413, 2.135, -1.418)
H (-4.915, -0.055, -2.530)
H (-2.774, -1.184, -2.014)
O (0.386, 2.083, -4.020)
P (-0.280, 0.921, -3.107)
O (-1.659, 0.648, -3.581)
O (-0.062, 1.340, -1.668)
O (0.692, -0.344, -3.427)
P (0.154, -1.894, -3.243)
O (1.520, -2.638, -2.876)
O (-0.423, -2.424, -4.485)
O (-0.695, -1.857, -1.965)
H (0.043, 1.959, -4.912)
H (1.731, -2.373, -1.947)
C (3.595, -0.307, -1.855)
O (2.526, 0.408, -1.253)
C (1.780, -0.263, -0.267)
O (1.511, -1.548, -0.398)
H (4.336, 0.433, -2.158)
H (3.245, -0.852, -2.733)
H (4.063, -1.010, -1.162)

***

Entry 4:
This record from the Open Molecules 2025 dataset describes an isolated molecule of C20H23NO7S2. The level of theory is ωB97M-V with the def2-TZVPD basis set.

LUMO energy (eV): 0.5
Highest occupied orbital energy (eV): -7.7
Structure (SMILES): COC(=O)c1c(NC(=O)COC(=O)CCS(=O)(=O)c2ccc(C)cc2)sc(C)c1C
Energy (a.u.): -2153.7831
Molar mass (g mol⁻¹): 453.54
Frontier orbital gap (eV): 8.23

CARTESIAN COORDINATES (ANGSTROEM)
C (1.133, -0.849, 3.757)
H (0.536, -1.076, 4.637)
H (1.341, -1.756, 3.185)
H (2.078, -0.381, 4.039)
O (0.357, 0.046, 2.973)
C (0.956, 0.516, 1.867)
O (2.104, 0.261, 1.583)
C (0.068, 1.381, 1.081)
C (-1.287, 1.173, 0.948)
N (-2.016, 0.113, 1.442)
C (-3.307, -0.071, 1.086)
O (-3.957, 0.768, 0.496)
C (-3.930, -1.384, 1.560)
H (-4.861, -1.524, 1.001)
H (-4.148, -1.324, 2.629)
O (-3.101, -2.536, 1.409)
C (-2.499, -2.688, 0.232)
O (-2.590, -1.900, -0.675)
C (-1.741, -3.999, 0.133)
C (-0.480, -3.781, -0.680)
H (-0.706, -3.336, -1.646)
H (0.107, -4.686, -0.797)
S (0.565, -2.581, 0.248)
O (-0.313, -1.997, 1.242)
O (1.709, -3.287, 0.756)
C (1.079, -1.299, -0.882)
C (0.120, -0.531, -1.513)
C (0.525, 0.508, -2.332)
C (1.876, 0.783, -2.513)
C (2.820, -0.006, -1.864)
C (2.427, -1.048, -1.045)
H (3.139, -1.659, -0.514)
H (3.871, 0.206, -1.991)
C (2.317, 1.899, -3.409)
H (3.135, 2.455, -2.957)
H (1.495, 2.578, -3.619)
H (2.675, 1.495, -4.356)
H (-0.219, 1.116, -2.823)
H (-0.928, -0.738, -1.364)
H (-2.393, -4.729, -0.356)
H (-1.504, -4.348, 1.137)
H (-1.464, -0.647, 1.837)
S (-2.038, 2.342, -0.067)
C (-0.511, 3.145, -0.309)
C (0.511, 2.521, 0.338)
C (1.924, 3.005, 0.324)
H (2.071, 3.758, 1.099)
H (2.600, 2.177, 0.512)
H (2.161, 3.456, -0.636)
C (-0.441, 4.377, -1.143)
H (-1.412, 4.582, -1.586)
H (-0.147, 5.235, -0.537)
H (0.294, 4.265, -1.940)